No. 1
DFT (ωB97M-V/def2-TZVPD) results for the ion C4H10N3 with charge +1.

Output
HOMO-LUMO gap, eV: 10.18
Total charge: +1
2S+1: 1
SMILES string: CC1=NC[NH2+]N1C
E_LUMO, hartree: -0.1488

Each line ends with the natural charge from an NBO analysis.
Geometry (Å):
1 C 2.158 -0.478 -0.200  -0.660
2 C 0.729 -0.440 0.197  0.417
3 N 0.286 -1.047 1.212  -0.418
4 C -1.116 -0.953 1.365  -0.093
5 N -1.647 -0.231 0.148  -0.431
6 N -0.196 0.153 -0.659  -0.191
7 C -0.160 1.513 -1.075  -0.454
8 H 2.762 -0.645 0.687  0.273
9 H 2.474 0.430 -0.704  0.233
10 H 2.303 -1.325 -0.874  0.266
11 H -1.553 -1.955 1.414  0.237
12 H -1.357 -0.407 2.283  0.234
13 H -2.141 -0.844 -0.506  0.445
14 H -2.184 0.623 0.318  0.436
15 H -0.833 1.664 -1.918  0.235
16 H -0.383 2.229 -0.274  0.206
17 H 0.858 1.713 -1.416  0.265

Force components x, y, z for each atom (eV/Å):
C 0.195 0.052 -0.157
C -0.250 -0.380 0.843
N 0.674 -0.185 0.201
C -0.164 -0.172 0.473
N 2.481 0.601 -1.473
N -2.900 -1.391 0.634
C -0.113 1.047 -0.114
H -0.033 0.045 0.006
H 0.101 0.024 -0.031
H 0.009 0.081 -0.063
H -0.124 0.216 -0.118
H -0.177 0.018 -0.266
H 0.111 0.223 0.109
H 0.148 -0.086 0.002
H 0.063 0.041 0.029
H 0.057 -0.069 -0.039
H -0.079 -0.066 -0.037

No. 2
DFT (ωB97M-V/def2-TZVPD) results for a cluster of 2 separate species, C4H10N3 in total.

Output
HOMO-LUMO gap (spin up / spin down), eV: 6.65 / 9.32
Total charge: +1
2S+1: 1
E_LUMO (spin up / spin down), hartree: -0.2581 / -0.1926

Each line ends with the natural charge from an NBO analysis.
Geometry (Å):
1 C -1.389 0.459 0.478  0.334
2 C -0.224 -2.063 -0.736  -0.632
3 C 0.388 2.522 -0.142  -0.254
4 C 0.311 -0.630 -0.792  -0.227
5 N -2.486 0.774 0.542  -0.177
6 N 0.570 -0.144 1.558  -0.545
7 N -0.094 0.108 0.404  -0.133
8 H -1.309 -2.065 -0.658  0.236
9 H 0.058 -2.570 -1.653  0.258
10 H 0.193 -2.621 0.101  0.223
11 H -0.102 2.936 0.720  0.203
12 H 1.453 2.382 -0.122  0.195
13 H -0.122 2.553 -1.086  0.199
14 H -0.094 -0.119 -1.665  0.246
15 H 1.404 -0.626 -0.851  0.232
16 H 0.039 -0.185 2.419  0.425
17 H 1.404 -0.712 1.482  0.417

Force components x, y, z for each atom (eV/Å):
C 0.122 -0.147 0.349
C 0.097 0.185 0.058
C -0.076 -0.753 0.045
C 0.216 -1.005 -0.725
N -0.846 0.204 0.024
N 0.126 -0.091 0.389
N 0.828 1.345 -0.014
H -0.083 -0.031 -0.030
H 0.003 -0.052 -0.087
H 0.023 -0.009 0.036
H -0.125 -0.023 0.225
H 0.225 -0.040 0.000
H -0.110 0.013 -0.230
H 0.072 0.154 0.197
H -0.153 0.211 0.088
H -0.106 -0.008 -0.176
H -0.212 0.046 -0.149

No. 3
DFT (ωB97M-V/def2-TZVPD) results for a cluster of 2 separate species, C4H10N3O in total.

Output
HOMO-LUMO gap, eV: 10.77
Total charge: +1
2S+1: 1
E_LUMO, hartree: -0.1236

Each line ends with the natural charge from an NBO analysis.
Geometry (Å):
1 C 0.234 -0.078 0.183  0.367
2 C 2.359 0.234 0.014  0.832
3 C -1.354 1.900 0.521  -0.432
4 C -1.794 -1.527 -0.454  -0.424
5 N 2.857 -0.787 -0.544  -0.781
6 N -0.221 1.010 0.684  -0.561
7 N -0.438 -1.074 -0.321  -0.566
8 O 2.567 1.305 0.395  -0.467
9 H -1.299 2.856 1.191  0.250
10 H -1.288 2.272 -0.554  0.220
11 H -2.273 1.448 0.681  0.215
12 H -2.324 -0.634 -0.400  0.209
13 H -2.190 -2.300 0.247  0.238
14 H -1.902 -1.942 -1.535  0.233
15 H 2.397 -1.623 -0.493  0.419
16 H 3.917 -0.813 -0.365  0.446
17 H 0.542 1.602 0.971  0.417
18 H 0.211 -1.847 -0.220  0.386

Force components x, y, z for each atom (eV/Å):
C 1.482 0.624 -0.019
C -5.083 1.238 1.320
C 0.646 2.796 -1.418
C -0.651 -1.155 -2.149
N 5.308 0.232 -0.262
N 0.820 2.144 1.018
N 2.384 -2.842 0.520
O 0.664 0.861 0.268
H 0.259 -2.099 -1.019
H -0.443 -0.304 1.309
H -1.714 -0.947 0.323
H -1.790 1.137 0.079
H 0.823 0.767 -0.192
H 0.054 0.672 1.897
H -1.271 -2.431 -0.079
H -1.828 -0.331 -0.861
H 0.664 0.030 0.150
H -0.326 -0.394 -0.886

Q: Which energy above the lowest of the compared OMol25 structures with the same formula, charge and spin values were calculated for the entries above? A: 59.4 136.5 51.4, in kcal/mol.
Q: Which energy values were calculated for the entries above? A: -8772.0252 -8768.6806 -10819.1761, in eV.